The following is a quantum chemistry calculation of a 14-piece molecular cluster, C66H126N14O10 overall, from the OMol25 dataset.

```
! RIJCOSX wB97M-V def2-TZVPD def2/J DEFGRID3
* xyz 0 1
C -23.9481 -16.5053 9.0505
C -23.6255 -15.1618 9.6870
C -24.1703 -15.1542 11.1261
C -23.7964 -14.0232 11.9602
N -23.4126 -13.1555 12.5940
H -23.7886 -17.4132 9.6443
H -23.2728 -16.7649 8.2279
H -24.9704 -16.5698 8.6774
H -24.0331 -14.3600 9.0691
H -22.5739 -14.8588 9.7481
H -24.0473 -16.0908 11.6658
H -25.2390 -15.0773 10.8806
C -21.2378 -9.1744 7.9311
C -21.5631 -10.0874 9.1518
C -21.6013 -11.5507 8.7532
C -22.6358 -12.0641 7.8481
N -23.4662 -12.3889 7.1320
H -22.1313 -8.9486 7.3513
H -20.6359 -9.7743 7.2424
H -20.6637 -8.3026 8.2285
H -22.4957 -9.7307 9.5920
H -20.8034 -9.9697 9.9203
H -21.6826 -12.1380 9.6744
H -20.6330 -11.7902 8.3030
C -12.8012 -20.3023 4.7515
C -14.2965 -20.6251 4.5260
C -15.0992 -20.4526 5.8116
C -16.5541 -20.4372 5.5653
N -17.6752 -20.4401 5.3272
H -12.7105 -19.2301 4.5281
H -12.1080 -20.8262 4.1032
H -12.4905 -20.2479 5.7967
H -14.3709 -21.6287 4.0953
H -14.7172 -20.0456 3.7033
H -14.8834 -19.4454 6.1847
H -14.9146 -21.1556 6.6199
C -13.3435 -15.5428 3.1214
O -14.1538 -14.7516 3.9472
C -14.7674 -15.4478 5.0189
C -16.0820 -14.7944 5.4515
N -17.1886 -15.0518 4.5390
C -17.2011 -14.1685 3.3525
C -17.5244 -12.7323 3.7173
O -18.6745 -12.6226 4.4945
C -18.6159 -11.8512 5.6915
H -13.5782 -16.6100 3.1108
H -12.3019 -15.4067 3.4546
H -13.2874 -15.2266 2.0753
H -14.0753 -15.3791 5.8703
H -14.9160 -16.5151 4.8300
H -15.9083 -13.7340 5.6711
H -16.3251 -15.3413 6.3653
H -18.0357 -14.8584 5.0683
H -18.0141 -14.5809 2.7527
H -16.2283 -14.2145 2.8706
H -17.6798 -12.2687 2.7300
H -16.6990 -12.1236 4.1006
H -17.8895 -11.0621 5.4761
H -18.2126 -12.5476 6.4268
H -19.5594 -11.4287 6.0230
C -23.5313 -18.4326 14.1859
O -23.0717 -19.7246 13.8064
C -22.4691 -19.6669 12.5242
C -22.3920 -21.1160 11.9924
N -21.6608 -21.1998 10.7369
C -22.2623 -20.4296 9.6467
C -22.3081 -21.0502 8.2426
O -22.3910 -19.9588 7.3111
C -22.6806 -20.4163 5.9701
H -24.3745 -18.1678 13.5322
H -22.7433 -17.6931 14.0117
H -23.8936 -18.4539 15.2099
H -21.4431 -19.2849 12.5279
H -23.0999 -19.0624 11.8642
H -23.3405 -21.6436 11.9213
H -21.7630 -21.6255 12.7276
H -20.6700 -21.0538 10.8446
H -21.8621 -19.4071 9.5701
H -23.2622 -20.1360 9.9822
H -23.2434 -21.6114 8.1265
H -21.4172 -21.5955 7.9153
H -23.7340 -20.6772 6.1158
H -21.9982 -21.1900 5.6221
H -22.6539 -19.4794 5.4158
C -17.6581 -19.7933 11.7439
O -18.1654 -20.3409 10.5600
C -17.4505 -21.3775 9.9665
C -18.0710 -21.7902 8.6280
N -17.1849 -22.5208 7.7240
C -16.2367 -23.4189 8.3778
C -15.3409 -24.0981 7.3580
O -16.1802 -24.9866 6.6153
C -15.4489 -25.5229 5.5234
H -16.8166 -19.1106 11.5955
H -17.2870 -20.5883 12.4084
H -18.4679 -19.3342 12.3083
H -17.4396 -22.2619 10.6315
H -16.3631 -21.2077 9.9216
H -18.4151 -20.8682 8.1467
H -18.9742 -22.3947 8.7863
H -17.7092 -23.0358 7.0319
H -16.7651 -24.1816 8.9674
H -15.6099 -22.8708 9.0819
H -14.6397 -24.7509 7.8880
H -14.8004 -23.3780 6.7426
H -14.5894 -26.0756 5.9064
H -15.2546 -24.7620 4.7641
H -16.0807 -26.2448 5.0009
C -22.0217 -14.3108 -4.4178
O -21.0116 -15.2364 -4.8115
C -19.6993 -14.6818 -4.7824
C -18.8352 -15.2518 -3.6554
N -19.1538 -14.7609 -2.3158
C -18.8807 -15.6879 -1.2137
C -19.0698 -15.0072 0.1145
O -20.4572 -14.9118 0.4031
C -20.6966 -14.2624 1.6234
H -22.9612 -14.8574 -4.4523
H -22.0062 -13.3870 -4.9928
H -21.8922 -14.1002 -3.3506
H -19.7284 -13.5943 -4.8591
H -19.2628 -15.1727 -5.6617
H -17.8414 -14.8155 -3.8115
H -18.8499 -16.3355 -3.7629
H -19.8427 -14.0516 -2.1514
H -17.8387 -15.9751 -1.3883
H -19.4732 -16.6037 -1.3236
H -18.6247 -14.0096 0.0869
H -18.6172 -15.6619 0.8694
H -21.7450 -14.3187 1.9210
H -20.6426 -13.1646 1.5989
H -20.0125 -14.6335 2.3874
C -20.5306 -15.1063 11.8545
O -20.3617 -15.7564 10.6256
C -19.5010 -16.8716 10.7748
C -19.3461 -17.5827 9.4583
N -18.4582 -16.8137 8.5635
C -18.2465 -17.6309 7.3515
C -19.5251 -17.7647 6.5156
O -20.0264 -16.4105 6.4825
C -20.7324 -15.9622 5.3781
H -20.9122 -15.8150 12.6051
H -21.0727 -14.1724 11.7272
H -19.6365 -14.8187 12.4396
H -19.7437 -17.5426 11.6043
H -18.4814 -16.5358 11.0092
H -20.3278 -17.6332 8.9738
H -18.8650 -18.5534 9.5662
H -19.0605 -16.0926 8.1586
H -17.7942 -18.5785 7.6458
H -17.5417 -17.1096 6.6975
H -20.3917 -18.2712 6.9513
H -19.3796 -18.1205 5.4943
H -21.2391 -14.9996 5.4966
H -21.5942 -16.6133 5.1765
H -20.1144 -15.7700 4.4907
N -17.4495 -16.3062 15.2806
C -17.4794 -15.0673 14.6777
C -16.9828 -15.1851 13.4071
C -16.6281 -16.5345 13.2032
C -16.9056 -17.1809 14.3955
H -17.6757 -16.4538 16.2441
H -17.8592 -14.2577 15.2814
H -16.9165 -14.3478 12.7289
H -15.9636 -16.8835 12.4282
H -16.6631 -18.2089 14.6177
N -18.5404 -13.0481 10.1120
C -17.6328 -12.9268 9.0910
C -17.2661 -11.5876 8.9587
C -17.8837 -10.8969 10.0510
C -18.7002 -11.8046 10.6408
H -18.9823 -13.8672 10.4894
H -17.4602 -13.8053 8.4860
H -16.5247 -11.1295 8.3252
H -17.7736 -9.8851 10.4014
H -19.4651 -11.6619 11.3931
N -24.3724 -14.8453 5.4780
C -23.7465 -14.8944 4.2533
C -24.5043 -15.6996 3.4541
C -25.6604 -16.0494 4.1741
C -25.5622 -15.5141 5.4589
H -24.0855 -14.1138 6.1245
H -22.9384 -14.2048 4.0733
H -24.4106 -15.8292 2.3868
H -26.3556 -16.7351 3.7117
H -26.1990 -15.6072 6.3186
N -18.6347 -18.9336 2.2854
C -17.8455 -19.7776 1.5328
C -16.6103 -19.1995 1.4458
C -16.6024 -18.0347 2.2492
C -17.8844 -17.9069 2.7584
H -19.6016 -19.1289 2.4633
H -18.2977 -20.6357 1.0671
H -15.7402 -19.5543 0.9152
H -15.8852 -17.2621 2.4720
H -18.3145 -17.1910 3.4391
N -15.2494 -16.6454 8.8959
C -14.3841 -15.5898 9.0748
C -13.2089 -16.0433 9.6383
C -13.3070 -17.4804 9.7026
C -14.5332 -17.7640 9.1893
H -16.1688 -16.6582 8.4783
H -14.7578 -14.6352 8.7356
H -12.3981 -15.3852 9.9036
H -12.6154 -18.2238 10.0554
H -14.8383 -18.7993 9.0818
N -20.8397 -10.0142 15.2066
C -19.6968 -10.5240 15.7927
C -19.5586 -11.8043 15.3211
C -20.6729 -12.1092 14.4894
C -21.4768 -11.0031 14.5109
H -21.1124 -9.0846 15.4657
H -19.0234 -9.9508 16.4047
H -18.7364 -12.4969 15.4138
H -20.7608 -12.9796 13.8634
H -22.3285 -10.7151 13.9151
*
```

The value obtained for the LUMO energy is 0.515 eV. The HOMO-LUMO gap is 8.38 eV. Its calculated total energy is -4108.94690 a.u.